one:
Molecular formula: C11H20N2O5
Method: DFT, the ωB97M-V functional and the def2-TZVPD basis

Computed properties:
HOMO energy: -9.821 eV
structure (SMILES): CC[C@H](C)[C@H](NC(=O)[C@@H](N)CCC(=O)O)C(=O)O
LUMO level: 0.13 eV

```
! wB97M-V def2-TZVPD RIJCOSX def2/J DEFGRID3
* xyz 0 1
C 2.81 -1.12 -1.91
C 2.76 -1.62 -0.43
C 3.08 -0.40 0.52
C 3.13 -0.92 1.92
C 2.01 0.72 0.58
N 0.69 0.21 0.45
C -0.55 0.91 0.78
O -0.60 2.04 1.18
C -1.81 -0.12 0.58
N -3.03 0.18 1.38
C -2.34 0.00 -0.88
C -3.71 -0.66 -1.15
C -4.79 0.04 -0.32
O -5.71 -0.49 0.17
O -4.55 1.38 -0.50
C 2.27 1.82 -0.50
O 3.54 2.17 -0.75
O 1.20 2.57 -1.00
H 3.92 -0.90 -2.29
H 2.41 -2.10 -2.55
H 2.06 -0.25 -2.10
H 3.53 -2.39 -0.46
H 2.02 -2.46 -0.32
H 4.06 0.14 0.20
H 3.75 -1.73 2.14
H 3.22 -0.06 2.57
H 2.07 -1.19 2.17
H 2.14 1.29 1.50
H 0.70 -0.91 0.67
H -1.46 -1.11 0.62
H -3.66 1.19 1.18
H -2.72 0.35 2.38
H -1.47 -0.34 -1.62
H -2.46 1.04 -1.15
H -4.10 -0.56 -2.17
H -3.82 -1.71 -0.77
H -5.17 2.20 0.09
H 0.60 2.79 -0.23
*
```

=====

two:
Molecular formula: C11H20N2O5
Method: DFT, the ωB97M-V functional and the def2-TZVPD basis

Computed properties:
HOMO energy: -10.039 eV
structure (SMILES): CC[C@H](C)[C@H](N)C(=O)N[C@@H](CCC(=O)O)C(=O)O
LUMO level: 0.37 eV

```
! wB97M-V def2-TZVPD RIJCOSX def2/J DEFGRID3
* xyz 0 1
C 4.79 0.51 0.99
C 3.39 0.01 1.04
C 2.85 -0.38 -0.33
C 2.74 0.84 -1.27
C 1.50 -1.13 -0.26
N 1.23 -1.92 -1.48
C 0.28 -0.24 0.05
O 0.37 0.65 0.91
N -0.80 -0.51 -0.67
C -2.11 0.04 -0.38
C -2.67 -0.35 0.99
C -4.10 0.07 1.27
C -5.11 -0.55 0.29
O -5.70 -1.61 0.50
O -5.30 0.07 -0.89
C -2.28 1.58 -0.53
O -3.33 2.05 -1.00
O -1.38 2.38 -0.09
H 4.84 1.50 0.53
H 5.44 -0.20 0.48
H 5.13 0.67 2.02
H 2.74 0.75 1.55
H 3.29 -0.86 1.73
H 3.55 -1.11 -0.78
H 2.07 1.61 -0.86
H 3.72 1.34 -1.42
H 2.38 0.54 -2.27
H 1.51 -1.87 0.55
H 1.64 -2.85 -1.48
H 1.56 -1.42 -2.32
H -0.84 -1.37 -1.23
H -2.79 -0.42 -1.12
H -2.01 0.06 1.76
H -2.70 -1.45 0.97
H -4.22 1.16 1.27
H -4.43 -0.28 2.25
H -4.63 0.77 -1.10
H -0.61 1.92 0.32
*
```

=====

Energy ordering: two at the bottom, the next structure 0.2189 hartree above.

=====

one:
Molecular formula: C11H15N
Method: DFT, the ωB97M-V functional and the def2-TZVPD basis

Computed properties:
HOMO energy (spin up / spin down): 0.726 / -3.018 eV
LUMO level (spin up / spin down): 3.81 / 3.74 eV

```
! wB97M-V def2-TZVPD RIJCOSX def2/J DEFGRID3
* xyz -1 2
C 2.64 -1.91 -0.52
C 0.41 -0.72 -0.88
C 1.18 -1.78 -0.24
C -0.95 -0.95 -0.51
C 0.31 -2.49 0.53
C -0.40 1.12 -2.27
C -1.69 0.98 -1.77
C 0.66 0.30 -1.85
C -2.04 -0.09 -0.97
N -0.98 -1.94 0.43
H -0.33 1.76 -3.13
H -2.43 1.73 -2.03
H 1.68 0.46 -2.22
H -3.05 -0.32 -0.66
H 3.13 -1.83 0.47
H 2.97 -1.14 -1.22
H 0.41 -3.30 1.23
H -1.69 -2.17 1.10
H 2.88 -2.90 -0.95
C 0.22 2.22 2.38
C -0.88 1.60 1.48
H -0.02 3.29 2.53
H 0.15 1.64 3.30
H 1.27 2.23 2.01
H -1.85 1.80 1.95
H -0.77 1.87 0.41
H -0.84 0.52 1.42
*
```

=====

two:
Molecular formula: C11H15N
Method: DFT, the ωB97M-V functional and the def2-TZVPD basis

Computed properties:
HOMO energy (spin up / spin down): 0.540 / -2.729 eV
LUMO level (spin up / spin down): 3.85 / 3.78 eV

```
! wB97M-V def2-TZVPD RIJCOSX def2/J DEFGRID3
* xyz -1 2
C -2.38 -2.04 -0.61
C -1.19 -1.39 -1.34
H -3.03 -2.25 -1.40
H -2.09 -2.80 0.06
H -2.68 -1.14 0.00
H -1.39 -1.08 -2.31
H -0.26 -2.06 -1.51
H -0.75 -0.62 -0.65
C 2.26 -1.24 1.46
C -0.20 1.39 0.58
C 0.96 0.62 0.32
C 1.29 -0.08 1.47
C 0.39 0.22 2.48
C -0.57 2.43 -0.26
C -0.16 2.39 -1.60
C 1.57 0.73 -0.95
C 0.89 1.50 -1.91
N -0.61 1.07 1.99
H -1.42 1.35 2.51
H -1.04 3.39 0.16
H 0.28 -0.16 3.48
H -0.58 2.94 -2.42
H 2.45 0.19 -0.98
H 2.63 -1.33 2.43
H 2.96 -1.24 0.63
H 1.04 1.44 -2.93
H 1.60 -2.23 1.31
*
```

=====

Energy ordering: one at the bottom, the next structure 0.0511 hartree above.

=====

one:
Molecular formula: C11H15N
Method: DFT, the ωB97M-V functional and the def2-TZVPD basis

Computed properties:
HOMO energy (spin up / spin down): 0.631 / -2.865 eV
LUMO level (spin up / spin down): 3.78 / 3.72 eV

```
! wB97M-V def2-TZVPD RIJCOSX def2/J DEFGRID3
* xyz -1 2
C 1.45 -1.40 -1.75
C 2.63 -0.46 -1.35
H 1.84 -2.42 -1.76
H 0.67 -1.17 -1.02
H 1.05 -1.22 -2.74
H 3.29 -0.90 -0.61
H 3.18 -0.34 -2.30
H 2.28 0.54 -1.14
C 1.07 2.26 0.49
C -1.90 0.05 0.20
C -0.67 0.41 0.77
C -0.26 1.65 0.17
C -1.31 2.09 -0.59
C -2.60 -1.11 0.53
C -1.95 -1.94 1.51
C -0.04 -0.43 1.74
C -0.72 -1.60 2.07
N -2.30 1.11 -0.64
H -3.21 1.27 -1.04
H -3.61 -1.30 0.19
H -1.22 2.86 -1.35
H -2.48 -2.82 1.86
H 1.00 -0.27 2.00
H 1.79 1.56 0.91
H 0.79 3.00 1.28
H -0.36 -2.30 2.81
H 1.58 2.90 -0.23
*
```

=====

two:
Molecular formula: C11H15N
Method: DFT, the ωB97M-V functional and the def2-TZVPD basis

Computed properties:
HOMO energy (spin up / spin down): 0.582 / -2.781 eV
LUMO level (spin up / spin down): 3.69 / 3.67 eV

```
! wB97M-V def2-TZVPD RIJCOSX def2/J DEFGRID3
* xyz -1 2
C 0.17 2.73 2.00
C -0.85 3.86 1.89
H 1.19 3.10 1.84
H 0.17 2.19 2.94
H -0.03 1.96 1.26
H -1.59 3.85 2.68
H -1.34 3.85 0.93
H -0.37 4.85 1.92
C 1.45 -3.75 -0.85
C -0.66 -2.98 0.48
C 0.32 -2.84 -0.48
C -0.83 -0.86 -0.34
C 0.22 -1.52 -1.02
C -1.13 0.48 -0.61
C 1.01 -0.80 -1.97
C -0.24 1.24 -1.45
C 0.78 0.57 -2.13
N -1.37 -1.77 0.52
H -1.05 -3.85 0.98
H -2.17 -1.64 1.11
H 1.17 -4.79 -0.72
H 2.35 -3.54 -0.26
H -1.75 1.08 0.04
H 1.80 -1.30 -2.54
H -0.22 2.32 -1.46
H 1.37 1.17 -2.83
H 1.61 -3.61 -1.93
*
```

=====

Energy ordering: two at the bottom, the next structure 0.0072 hartree above.

=====

one:
Molecular formula: C2H2Cl2
Method: DFT, the ωB97M-V functional and the def2-TZVPD basis

Computed properties:
HOMO energy: -9.404 eV
structure (SMILES): C=C(Cl)Cl
LUMO level: 0.47 eV

```
! wB97M-V def2-TZVPD RIJCOSX def2/J DEFGRID3
* xyz 0 1
C -0.10 0.76 -0.10
C 0.13 -0.59 -0.18
Cl -1.35 -1.46 -0.05
Cl 1.62 -1.33 -0.03
H 0.69 1.43 -0.07
H -0.99 1.19 0.43
*
```

=====

two:
Molecular formula: C2H2Cl2
Method: DFT, the ωB97M-V functional and the def2-TZVPD basis

Computed properties:
HOMO energy: -9.595 eV
structure (SMILES): Cl/C=C/Cl
LUMO level: 0.99 eV

```
! wB97M-V def2-TZVPD RIJCOSX def2/J DEFGRID3
* xyz 0 1
Cl -1.48 -1.33 -0.91
C -0.65 -0.07 -0.07
C 0.68 0.11 0.03
Cl 1.43 1.43 0.89
H -1.33 0.44 0.62
H 1.35 -0.57 -0.56
*
```

=====

Energy ordering: two at the bottom, the next structure 0.0205 hartree above.